Below is a structure of composition C29H32AuCl3N4O2S4, with properties calculated with ωB97M-V with the def2-TZVPD basis set.

```
75
Properties=species:S:1:pos:R:3:forces:R:3
Au -0.45296 -0.32921 -0.12448 0.192 -0.187 -0.291
Cl -2.64977 -5.15625 4.55518 0.000 -0.018 0.019
C -2.61486 -3.99102 3.32488 0.013 0.023 -0.001
C -1.82413 -2.83662 3.50931 -0.011 -0.070 0.006
C -1.77864 -1.91507 2.51581 -0.015 0.036 -0.063
Cl -0.84401 -0.48026 2.69703 -0.047 -0.004 0.074
C -2.50993 -2.07330 1.27374 -0.028 -0.028 0.058
O -2.45113 -1.24444 0.33721 0.032 0.099 0.002
C -3.33124 -3.26771 1.16302 0.015 0.045 0.012
Cl -4.21348 -3.48048 -0.27426 -0.011 0.003 -0.011
C -3.36846 -4.19905 2.16153 0.010 -0.013 0.017
H -1.26706 -2.70244 4.42592 -0.003 -0.005 -0.002
H -3.96719 -5.09304 2.05777 0.004 0.002 0.006
O 1.57955 -0.18814 -0.45764 -0.038 0.105 -0.009
C 2.30683 -0.54837 0.70021 0.037 0.002 0.001
C 2.19069 0.59258 1.70397 0.007 -0.016 -0.022
C 2.31276 0.65855 3.05939 -0.015 0.005 0.034
C 2.31509 1.99512 3.55708 0.001 -0.035 0.009
C 2.21193 2.91649 2.56434 -0.010 0.020 -0.009
S 2.10499 2.17732 1.02311 0.013 -0.004 -0.015
C 3.77438 -0.67218 0.30265 -0.058 0.020 0.006
C 4.84874 -0.84896 1.11675 0.060 -0.002 0.028
C 6.07328 -0.95161 0.39796 -0.019 -0.006 0.042
C 5.89818 -0.84488 -0.94419 0.004 0.022 -0.026
S 4.25049 -0.61066 -1.34278 -0.028 -0.039 -0.066
C 1.81403 -1.91301 1.18821 0.032 0.025 -0.045
C 1.21324 -2.84216 0.38152 -0.051 -0.031 -0.003
C 0.95992 -4.08152 1.03777 -0.003 0.034 -0.040
C 1.39538 -4.07922 2.32402 -0.006 0.000 0.017
S 2.10258 -2.57866 2.74619 0.006 0.003 0.033
H 2.42440 -0.19971 3.70514 -0.012 0.015 -0.008
H 2.41089 2.24662 4.60356 0.000 -0.004 -0.012
H 2.21635 3.99192 2.65706 -0.004 -0.022 0.003
H 4.78112 -0.90124 2.19524 -0.001 0.002 -0.014
H 7.03737 -1.09279 0.86411 -0.016 -0.002 -0.005
H 6.64622 -0.87481 -1.72010 -0.013 0.002 0.013
H 1.01308 -2.66868 -0.66716 0.018 -0.004 0.007
H 0.50653 -4.93828 0.55927 0.009 0.016 0.008
H 1.35898 -4.88040 3.04614 0.001 0.016 -0.012
C -3.97794 3.25928 0.09234 0.027 0.018 0.004
C -3.14512 1.95572 0.03517 0.039 0.023 -0.011
N -1.73666 2.23265 0.32070 -0.123 0.061 0.042
C -1.18843 3.13499 -0.69312 0.021 -0.035 0.034
C -1.98791 4.45885 -0.73198 -0.016 -0.016 0.022
N -3.02096 4.38854 0.35946 0.021 -0.042 0.004
C -2.35144 4.19860 1.69324 0.002 0.006 -0.036
C -1.61480 2.83865 1.64756 -0.008 -0.030 -0.030
H -4.71157 3.26298 0.89606 0.001 0.000 0.011
H -4.48360 3.48163 -0.84506 -0.009 -0.001 -0.005
H -3.22099 1.49882 -0.95114 0.010 0.006 -0.002
H -3.51502 1.23458 0.76221 -0.005 -0.003 -0.004
H -1.22564 2.63662 -1.66072 -0.006 -0.005 -0.007
H -0.14280 3.32142 -0.45412 -0.001 -0.002 -0.002
H -2.52243 4.60711 -1.66835 -0.005 0.001 -0.003
H -1.37200 5.33439 -0.53669 0.005 0.006 -0.001
H -3.54221 5.26311 0.37593 -0.006 0.012 -0.003
H -3.12880 4.23879 2.45361 -0.003 -0.001 0.006
H -1.67814 5.04185 1.83509 0.005 0.006 -0.003
H -2.03829 2.15506 2.38165 -0.012 0.001 -0.004
H -0.55901 2.96734 1.88014 0.027 -0.004 0.008
C -1.36656 -0.84712 -5.53676 0.017 -0.032 0.009
N -0.12325 -0.89082 -4.79490 0.002 0.022 -0.006
C 1.15480 -1.16360 -5.46443 -0.018 0.009 0.016
C 2.17615 -1.09603 -4.31336 -0.017 -0.003 0.050
N 1.33396 -0.75083 -3.16408 0.028 0.092 0.017
C 0.06382 -0.63987 -3.50414 0.024 -0.031 0.006
S -1.22960 -0.23522 -2.43968 -0.087 0.030 0.085
H -1.48487 -1.77048 -6.10343 0.003 0.003 0.000
H -1.36759 -0.00426 -6.22933 0.003 0.002 0.003
H -2.20240 -0.74911 -4.84980 0.000 0.000 0.009
H 1.33708 -0.41323 -6.23437 0.003 0.002 -0.003
H 1.12191 -2.14372 -5.93964 -0.006 0.000 0.001
H 2.93177 -0.33045 -4.47352 0.016 0.015 0.005
H 2.67661 -2.04754 -4.14481 0.002 -0.005 0.008
H 1.66781 -0.52315 -2.22421 0.000 -0.111 0.040
```
Forces are in eV/Å.

2S+1	3
Kohn-Sham gap (alpha / beta)	7.835 / 4.726	eV
total charge	+2
LUMO level (alpha / beta)	-4.57 / -7.68	eV

=====

Below is a cluster of 3 separate species, C29H32ClF16NO10 in total, with properties calculated with ωB97M-V with the def2-TZVPD basis set.

```
89
Properties=species:S:1:pos:R:3:forces:R:3
C -0.50948 -3.21997 0.82791 0.077 -0.175 -0.120
C -1.03252 -3.24931 -0.61556 -0.008 0.254 0.173
C -2.26653 -2.37830 -0.91601 0.282 -0.041 -0.142
Cl -3.56633 -2.57929 0.28781 -0.174 -0.032 0.070
C -1.93719 -0.92297 -1.13152 -0.132 -0.129 -0.125
C -1.52275 -0.45514 -2.30200 0.016 0.017 0.142
O -1.31498 -1.29251 -3.41631 -0.177 -0.084 0.073
C -2.38431 -1.49468 -4.12850 -0.304 -0.040 -0.148
N -3.32615 -1.70608 -4.76174 0.392 0.050 0.188
C -1.16146 0.96838 -2.51881 0.118 0.051 -0.280
O -0.47509 1.30390 -3.45848 -0.283 -0.109 0.139
C -1.72660 1.93513 -1.54502 -0.007 -0.003 0.216
C -1.78296 3.36777 -2.01162 -0.083 0.022 -0.015
O -0.69219 4.19476 -1.63856 -0.094 0.151 0.126
C 0.42716 3.57512 -1.07353 0.150 0.176 0.007
O 1.36395 4.59290 -0.90948 -0.110 -0.008 -0.135
C 2.28833 4.33464 0.12290 -0.001 -0.017 0.205
C 3.16187 3.11951 -0.12926 0.200 -0.067 0.028
O 4.36420 3.34515 0.59659 -0.038 -0.120 0.000
C -2.13799 1.51949 -0.33471 0.023 0.100 -0.119
C -2.69568 2.47542 0.69392 0.044 -0.114 0.104
C -2.45250 2.17159 2.17824 -0.177 0.167 0.117
C -3.44400 1.18292 2.81907 0.379 -0.015 0.079
C -4.32917 1.77931 3.90564 0.059 -0.168 -0.057
O -3.68668 1.60976 5.19079 0.022 0.030 0.090
C -2.87273 2.62321 5.56213 0.339 -0.053 -0.120
O -1.67934 2.56768 5.49431 -0.304 -0.002 0.190
C -1.94812 0.06827 -0.00585 0.298 -0.082 0.261
O -1.70215 -0.31610 1.11278 -0.195 0.143 -0.232
H -0.43732 -4.22909 1.22627 -0.044 -0.053 0.038
H -1.14798 -2.64529 1.48823 -0.014 0.044 0.044
H 0.49231 -2.79970 0.86842 0.016 0.135 0.054
H -0.25011 -2.89047 -1.28503 0.013 -0.109 -0.181
H -1.27424 -4.26267 -0.92529 -0.058 -0.086 0.026
H -2.71159 -2.73915 -1.83926 0.000 -0.007 -0.079
H -2.68083 3.82647 -1.59948 -0.053 0.041 -0.021
H -1.88382 3.37414 -3.09671 0.132 -0.004 -0.071
H 0.18374 3.13860 -0.09210 -0.006 -0.079 0.050
H 0.81710 2.80269 -1.74666 -0.006 -0.138 -0.015
H 1.76546 4.23006 1.08124 -0.034 -0.017 0.031
H 2.94157 5.19982 0.20053 -0.013 0.095 -0.131
H 2.67953 2.19835 0.21180 -0.082 -0.033 0.007
H 3.35610 3.01888 -1.20103 0.025 0.104 -0.071
H 4.87560 2.53129 0.60471 0.026 0.025 0.019
H -2.29981 3.46396 0.47277 0.041 0.057 -0.030
H -3.77728 2.53656 0.53402 -0.063 0.023 -0.079
H -1.42804 1.85006 2.34040 0.054 -0.055 -0.005
H -2.54936 3.12465 2.70310 0.049 0.092 -0.036
H -2.87306 0.39844 3.30954 -0.059 -0.204 -0.067
H -4.05274 0.68257 2.06697 -0.128 0.078 -0.095
H -4.52532 2.84115 3.74139 -0.127 0.065 -0.036
H -5.27408 1.25035 3.98067 -0.060 -0.010 0.067
H -3.41160 3.48788 5.97398 -0.027 0.118 -0.073
F 1.78599 -1.16533 -5.91314 -0.044 -0.004 0.228
C 1.35062 -2.05841 -5.00207 0.030 0.114 0.000
F 1.94355 -1.78494 -3.81509 -0.019 0.029 -0.003
C 1.71678 -3.48376 -5.41437 0.121 0.015 0.006
F 3.05335 -3.64393 -5.39610 -0.056 -0.064 0.063
F 1.17812 -4.27341 -4.43035 0.017 -0.012 -0.013
C 1.13003 -4.00366 -6.72913 -0.405 -0.268 -0.023
O 1.96225 -3.91679 -7.86159 0.398 0.027 0.147
C 2.00001 -2.80199 -8.64181 -0.002 -0.003 -0.172
F 1.06134 -1.90608 -8.29750 -0.070 0.006 -0.129
F 1.75757 -3.18581 -9.91918 -0.115 0.053 0.031
C 3.39794 -2.16588 -8.65009 -0.037 -0.014 -0.032
F 3.77853 -1.85772 -7.39530 0.098 0.006 -0.144
F 3.34456 -1.02980 -9.37913 0.066 0.014 0.007
H 0.27274 -1.96044 -4.88020 0.019 0.012 -0.076
H 0.99406 -5.07208 -6.56863 -0.003 0.008 -0.025
H 0.14745 -3.56720 -6.91398 0.042 0.073 0.067
H 4.11530 -2.85709 -9.09575 0.032 0.016 0.020
F 0.89308 -2.32179 5.99652 -0.145 -0.128 -0.128
C 0.16512 -1.81650 4.97931 -0.009 0.045 -0.010
F 0.21771 -2.68247 3.94033 -0.005 -0.040 0.081
C 0.73926 -0.47393 4.52322 0.102 -0.015 -0.043
F 1.95942 -0.66186 3.97815 -0.068 0.044 -0.057
F -0.10750 -0.06059 3.52724 0.053 -0.011 0.017
C 0.77115 0.66784 5.54089 -0.360 0.418 -0.019
O 1.99041 0.88342 6.21752 0.316 -0.242 -0.259
C 2.29898 0.22188 7.36213 0.078 0.060 0.144
F 1.26722 -0.49951 7.83278 -0.014 0.055 0.128
F 2.61952 1.14576 8.30298 -0.124 -0.036 0.029
C 3.54884 -0.65373 7.19165 -0.022 0.028 0.038
F 3.36733 -1.53881 6.19158 0.132 0.033 0.092
F 3.75383 -1.33611 8.34041 0.061 -0.029 -0.020
H -0.87504 -1.69816 5.29379 0.006 -0.033 0.018
H 0.62336 1.56737 4.94800 0.001 0.018 0.048
H -0.07053 0.60792 6.22935 0.011 -0.124 -0.039
H 4.41417 -0.02434 6.97753 0.021 -0.033 -0.023
```
Forces are in eV/Å.

Kohn-Sham gap	7.995	eV
total charge	0
LUMO level	-2.04	eV
SMILES string	CC[C@@H](Cl)C1=C(OC#N)C(=O)C(COCOCCO)=C(CCCCOC=O)C1=O.FC(F)C(F)(F)COC(F)(F)C(F)F.FC(F)C(F)(F)COC(F)(F)C(F)F